[1]
C16H32AlF3NO3 as an isolated structure, computed with ωB97M-V/def2-TZVPD.

Its charge is -1. The value obtained for the energy is -1451.4832 Eh. The orbital gap is 7.8 eV. The LUMO energy is 3.11 eV. As for the spin multiplicity: 1.

Cartesian coordinates (Å):
C 1.505 -2.104 -3.034
C 0.204 -2.780 -3.532
C -0.896 -1.738 -3.872
C -2.137 -1.845 -2.940
C -2.416 -0.554 -2.142
C -2.869 -0.840 -0.702
C -2.583 0.314 0.258
C -1.181 0.239 0.872
O -0.822 -1.096 1.167
Al 0.200 -1.188 2.645
C 2.136 -1.755 2.497
C 3.067 -0.804 1.731
C 2.624 -0.571 0.295
C 3.341 0.508 2.474
O -0.192 0.514 3.154
C -0.953 1.101 2.147
N -2.280 1.335 2.800
C -0.310 2.547 1.951
C 0.348 2.845 0.606
O 1.443 3.747 0.809
C -0.588 3.556 -0.398
F -1.848 3.613 0.011
F -0.609 2.905 -1.556
F -0.227 4.785 -0.615
H 2.185 -1.971 -3.870
H 1.268 -1.136 -2.606
H 1.978 -2.722 -2.279
H -0.119 -3.461 -2.754
H 0.411 -3.326 -4.448
H -1.173 -1.855 -4.916
H -0.480 -0.742 -3.747
H -2.988 -2.075 -3.578
H -2.015 -2.683 -2.263
H -1.529 0.075 -2.115
H -3.176 -0.015 -2.706
H -3.954 -0.945 -0.731
H -2.465 -1.788 -0.369
H -2.616 1.229 -0.337
H -3.361 0.318 1.011
H -0.524 0.453 0.014
H -0.386 -2.182 3.773
H 2.572 -1.911 3.487
H 2.142 -2.735 2.010
H 4.039 -1.304 1.643
H 1.646 -0.102 0.235
H 2.621 -1.523 -0.222
H 3.395 0.022 -0.199
H 3.120 0.432 3.531
H 4.409 0.718 2.408
H 2.834 1.364 2.032
H -2.117 1.888 3.634
H -2.840 1.934 2.195
H -1.050 3.295 2.197
H 0.458 2.642 2.706
H 0.766 1.973 0.113
H 1.991 3.395 1.522


[2]
A 2-piece molecular cluster, C5H16N2O overall, computed with ωB97M-V/def2-TZVPD.

As for the SMILES: CC(C)NCCN.O. Its charge is 0. The calculation puts the energy above the lowest of the compared OMol25 structures with the same formula, charge and spin at 201.12 kJ/mol. The value obtained for the energy is -384.7815 Eh. The orbital gap is 9.7 eV. The LUMO energy is 0.95 eV. As for the spin multiplicity: 1.

Cartesian coordinates (Å):
C 1.341 -1.601 1.651
C 0.995 -1.002 0.239
C 2.284 -0.605 -0.502
N 0.166 0.213 0.299
C -1.173 0.100 0.952
C -2.291 0.448 -0.097
N -2.428 1.887 -0.320
H 2.414 -1.919 1.559
H 1.259 -0.936 2.529
H 0.624 -2.423 1.714
H 0.411 -1.774 -0.305
H 2.028 0.060 -1.412
H 2.959 -0.058 0.235
H 2.724 -1.552 -0.708
H 0.739 1.015 0.638
H -1.358 -0.848 1.502
H -1.181 1.047 1.806
H -3.387 -0.022 0.000
H -1.894 0.125 -1.131
H -2.185 2.425 0.533
H -1.988 2.213 -1.132
O -0.118 1.359 -2.767
H -0.206 1.005 -1.894
H 0.263 0.843 -3.389


[3]
A 3-piece molecular cluster, C4H11NO2 overall, computed with ωB97M-V/def2-TZVPD.

As for the SMILES: C=N/C=C/C.O.O. Its charge is 0. The calculation puts the energy above the lowest of the compared OMol25 structures with the same formula, charge and spin at 256.16 kJ/mol. The value obtained for the energy is -364.1706 Eh. The orbital gap is 9.8 eV. The LUMO energy is 0.82 eV. As for the spin multiplicity: 1.

Cartesian coordinates (Å):
C 1.205 1.807 -1.558
N 1.216 0.968 -0.625
C 0.556 1.196 0.581
C -0.165 0.211 1.117
C -1.255 0.556 2.080
H 1.300 1.471 -2.587
H 1.019 2.879 -1.406
H 0.581 2.179 1.051
H -0.075 -0.779 0.687
H -1.115 1.551 2.503
H -2.225 0.642 1.570
H -1.389 -0.204 2.848
O -0.987 -1.237 -3.171
H -1.457 -0.405 -3.087
H -0.109 -1.102 -2.790
O 0.840 -3.092 0.599
H 1.667 -3.567 0.734
H 0.393 -3.076 1.454


[4]
C5H8O as an isolated structure, computed with ωB97M-V/def2-TZVPD.

Its charge is 0. The calculation puts the energy above the lowest of the compared OMol25 structures with the same formula, charge and spin at 579.05 kJ/mol. The value obtained for the energy is -270.3373 Eh. The orbital gap (spin up / spin down) is 8.1 / 8.1 eV. The LUMO energy (spin up / spin down) is 0.21 / 0.22 eV. As for the spin multiplicity: 1.

Cartesian coordinates (Å):
C -0.697 -0.679 -0.204
C -1.355 0.576 0.178
C -0.164 1.503 0.364
C 1.064 0.987 0.206
C 1.181 -0.461 0.146
O 0.195 -1.123 0.788
H -0.207 -2.313 -0.835
H -0.414 -0.713 -1.252
H -2.039 0.937 -0.596
H -1.913 0.485 1.122
H -0.330 2.495 0.750
H 1.968 1.580 0.292
H 2.154 -0.970 0.100
H 0.557 -2.304 -1.059


[5]
A 2-piece molecular cluster, CH5BO3S overall, computed with ωB97M-V/def2-TZVPD.

Its charge is 0. The calculation puts the energy above the lowest of the compared OMol25 structures with the same formula, charge and spin at 207.47 kJ/mol. The value obtained for the energy is -689.8887 Eh. The orbital gap is 8.9 eV. The LUMO energy is -1.01 eV. As for the spin multiplicity: 1.

Cartesian coordinates (Å):
B -0.742 -0.957 -0.027
C 0.781 1.496 -0.063
O -0.916 -0.465 1.228
O -1.124 -2.323 -0.315
O -0.012 -0.367 -0.929
S 1.618 2.312 -1.427
H -0.199 1.820 0.171
H 1.303 0.947 0.715
H -1.495 -1.015 1.899
H -1.453 -2.638 0.543
H 2.238 1.188 -1.794


[6]
One molecule with the formula C5H5N, computed with ωB97M-V/def2-TZVPD.

Its charge is 0. The calculation puts the energy above the lowest of the compared OMol25 structures with the same formula, charge and spin at 397.49 kJ/mol. The value obtained for the energy is -248.1236 Eh. The orbital gap is 9.8 eV. The LUMO energy is -0.59 eV. As for the spin multiplicity: 1.

Cartesian coordinates (Å):
C 0.432 -1.345 -0.786
C -0.517 -0.300 -0.206
C -1.693 -0.422 -0.759
C -0.028 0.656 0.865
C -0.294 2.063 0.545
N -0.481 3.182 0.321
H -0.066 -1.957 -1.547
H 0.797 -2.010 0.008
H 1.279 -0.835 -1.260
H -0.484 0.424 1.836
H 1.057 0.544 0.985


[7]
One molecule with the formula C15H16N2O2S, computed with ωB97M-V/def2-TZVPD.

As for the SMILES: Cc1cnc(NC(=O)COc2ccc3c(c2)CCC3)s1. Its charge is 0. The calculation puts the energy above the lowest of the compared OMol25 structures with the same formula, charge and spin at 132.19 kJ/mol. The value obtained for the energy is -1239.3896 Eh. The orbital gap is 8.8 eV. The LUMO energy is 0.55 eV. As for the spin multiplicity: 1.

Cartesian coordinates (Å):
C -0.465 -3.330 0.336
C 0.629 -2.332 0.431
C 0.747 -1.274 1.272
N 1.870 -0.526 1.144
C 2.634 -0.961 0.209
N 3.834 -0.415 -0.173
C 4.187 0.912 -0.181
O 5.324 1.247 -0.399
C 3.036 1.881 0.057
O 2.019 1.576 -0.873
C 0.716 1.509 -0.457
C 0.207 2.172 0.652
C -1.125 2.015 1.011
C -1.941 1.202 0.255
C -1.438 0.563 -0.877
C -0.121 0.713 -1.244
C -2.512 -0.245 -1.542
C -3.583 -0.370 -0.447
C -3.393 0.869 0.442
S 2.021 -2.397 -0.614
H -1.237 -3.094 1.065
H -0.089 -4.334 0.530
H -0.904 -3.324 -0.660
H 0.030 -0.990 2.019
H 4.542 -1.052 -0.521
H 3.403 2.902 -0.098
H 2.691 1.757 1.089
H 0.840 2.813 1.246
H -1.509 2.528 1.881
H 0.291 0.219 -2.110
H -2.156 -1.213 -1.895
H -2.900 0.303 -2.405
H -4.590 -0.437 -0.857
H -3.395 -1.270 0.141
H -3.653 0.680 1.484
H -4.010 1.700 0.088


[8]
C3H6O3 as an isolated structure, computed with ωB97M-V/def2-TZVPD.

Its charge is 0. The calculation puts the energy above the lowest of the compared OMol25 structures with the same formula, charge and spin at 714.66 kJ/mol. The value obtained for the energy is -343.3824 Eh. The orbital gap (spin up / spin down) is 8.6 / 8.6 eV. The LUMO energy (spin up / spin down) is -0.99 / -0.99 eV. As for the spin multiplicity: 1.

Cartesian coordinates (Å):
C 0.549 -1.855 0.170
C -0.198 0.655 0.268
C 0.796 1.308 -0.282
O -1.423 0.328 0.463
O 0.094 -0.826 1.009
O -1.783 1.948 0.030
H -2.538 1.747 -0.545
H 1.113 -2.570 0.779
H 1.239 -1.492 -0.601
H -0.253 -2.412 -0.325
H 1.785 0.884 -0.265
H 0.618 2.283 -0.699